Computed, not measured: a molecular structure, C20H41Cl2Cu2NO6S2 in a non-equilibrium geometry, with ωB97M-V/def2-TZVPD.

Structure (ORCA input):
```
! RIJCOSX wB97M-V def2-TZVPD def2/J DEFGRID3
* xyz 0 1
Cu 20.482 10.375 -13.430
Cu 18.893 9.819 -11.264
C 21.289 13.153 -14.234
C 21.887 12.187 -15.305
C 23.405 12.018 -14.814
C 24.027 10.810 -15.490
C 23.296 9.586 -15.156
C 21.791 9.582 -15.616
N 21.138 10.871 -15.236
O 19.629 10.944 -15.244
C 21.187 8.335 -14.946
C 21.735 9.384 -17.157
C 21.932 12.791 -16.761
H 20.988 12.770 -13.259
H 20.442 13.624 -14.733
H 22.009 13.954 -14.067
H 23.584 12.044 -13.740
H 23.973 12.795 -15.326
H 25.049 10.739 -15.117
H 24.107 10.975 -16.564
H 23.446 9.334 -14.106
H 23.888 8.876 -15.734
H 20.154 8.069 -15.173
H 21.472 8.240 -13.899
H 21.686 7.418 -15.258
H 22.575 9.866 -17.658
H 20.876 9.865 -17.624
H 21.672 8.356 -17.513
H 21.537 13.805 -16.715
H 21.105 12.320 -17.292
H 22.812 12.782 -17.405
C 20.131 12.313 -11.196
O 19.646 11.345 -12.055
H 20.770 11.914 -10.408
H 20.817 13.063 -11.590
H 19.300 12.918 -10.834
C 23.912 10.157 -9.948
C 22.565 9.920 -9.510
C 21.964 8.832 -10.356
S 22.617 8.992 -11.999
O 21.685 9.738 -12.795
O 23.241 7.712 -12.423
C 23.823 10.299 -11.486
H 24.689 9.482 -9.589
H 24.165 11.185 -9.686
H 22.012 10.852 -9.632
H 22.505 9.728 -8.439
H 20.907 8.799 -10.620
H 22.265 7.856 -9.973
H 23.371 11.277 -11.648
H 24.609 10.098 -12.213
C 16.710 12.442 -8.793
C 15.727 13.618 -9.071
C 16.596 14.903 -9.089
S 17.968 14.353 -10.320
O 19.268 14.729 -9.790
O 17.599 14.343 -11.761
C 17.850 12.539 -9.796
H 16.230 11.500 -9.060
H 17.229 12.380 -7.836
H 15.140 13.716 -8.158
H 15.082 13.508 -9.943
H 17.027 15.238 -8.146
H 16.176 15.860 -9.398
H 18.789 12.391 -9.263
H 17.767 11.791 -10.584
Cl 22.257 15.747 -8.983
C 23.618 14.864 -9.823
C 23.196 13.416 -10.220
Cl 24.504 12.746 -11.147
H 24.408 14.815 -9.074
H 23.855 15.480 -10.690
H 22.190 13.358 -10.636
H 23.129 12.710 -9.392
*
```

The energy relative to the best compared isomer or geometry (same formula, charge and spin) is 0.000 eV. Its HOMO energy is -5.26 eV.

Löwdin atomic charge list, values in e, 2 entries:
1. Cu 0.344
2. Cu 0.534

***

Computed, not measured: a molecular structure, C20H41ClN6OSi2 in a non-equilibrium geometry, with ωB97M-V/def2-TZVPD.

Structure (ORCA input):
```
! RIJCOSX wB97M-V def2-TZVPD def2/J DEFGRID3
* xyz 0 1
N -0.848 -1.822 5.283
Si -0.596 -2.466 6.837
O -0.558 -4.131 6.917
Si 0.200 -5.103 5.874
Cl 2.223 -4.883 6.115
H -1.663 -2.150 4.776
H -0.041 -1.825 4.665
H -1.686 -2.051 7.736
H 0.719 -1.977 7.301
H -0.156 -6.502 6.122
H -0.090 -4.723 4.484
C -0.826 1.815 0.865
C -0.912 2.169 2.343
C -0.823 0.933 3.246
C -1.911 0.001 2.979
N -2.778 -0.723 2.738
H -1.657 1.163 0.582
H -0.870 2.707 0.248
H 0.106 1.297 0.635
H -1.848 2.691 2.548
H -0.104 2.852 2.609
H -0.872 1.201 4.303
H 0.118 0.400 3.087
C -0.870 2.054 -5.279
C -1.462 1.327 -4.081
C -1.718 2.249 -2.886
C -0.505 2.853 -2.348
N 0.446 3.272 -1.836
H 0.109 2.479 -5.044
H -0.737 1.371 -6.115
H -1.523 2.868 -5.603
H -0.795 0.517 -3.775
H -2.421 0.874 -4.320
H -2.174 1.692 -2.064
H -2.407 3.047 -3.170
C 4.544 -0.292 2.666
C 4.629 -1.127 3.937
C 3.798 -2.414 3.863
C 2.378 -2.133 3.687
N 1.259 -1.891 3.542
H 3.522 0.041 2.480
H 5.172 0.595 2.745
H 4.877 -0.862 1.797
H 4.296 -0.537 4.793
H 5.666 -1.409 4.128
H 3.893 -2.993 4.782
H 4.133 -3.041 3.034
C -5.464 -1.246 -0.352
C -4.708 0.050 -0.094
C -5.117 1.178 -1.052
C -4.854 0.841 -2.447
N -4.604 0.587 -3.545
H -5.258 -1.633 -1.351
H -5.169 -2.009 0.368
H -6.542 -1.099 -0.262
H -3.634 -0.123 -0.181
H -4.888 0.390 0.926
H -4.567 2.093 -0.823
H -6.182 1.400 -0.955
C 3.826 2.356 -6.199
C 3.942 0.890 -5.800
C 3.493 -0.066 -6.913
C 2.096 0.145 -7.275
N 0.981 0.313 -7.513
H 2.791 2.626 -6.409
H 4.181 3.001 -5.396
H 4.420 2.569 -7.090
H 3.344 0.702 -4.907
H 4.976 0.652 -5.547
H 3.603 -1.106 -6.600
H 4.101 0.076 -7.809
*
```

Its HOMO energy is -9.94 eV.

Löwdin atomic charge list, values in e, 2 entries:
1. N -0.098
2. Si 0.365

***

Computed, not measured: a molecular structure, C20H41IrN2P3Se in a non-equilibrium geometry, with ωB97M-V/def2-TZVPD.

Structure (ORCA input):
```
! RIJCOSX wB97M-V def2-TZVPD def2/J DEFGRID3
* xyz 4 6
Ir -0.601 -0.411 0.416
P -1.654 -2.433 1.054
P 1.033 -0.526 2.069
P 0.808 -1.277 -1.151
H -1.835 1.668 -0.962
C -1.402 0.692 -1.182
C -2.236 -0.443 -0.876
H -3.178 -0.266 -0.343
C -3.214 -2.033 1.922
C -0.765 -3.534 2.209
C -2.186 -3.617 -0.246
C 2.060 0.983 2.023
C 0.413 -0.530 3.797
C 2.286 -1.870 2.146
C 0.419 -1.375 -2.952
C 1.374 -3.002 -0.901
C 2.355 -0.284 -1.206
H -0.804 0.693 -2.089
H -2.244 -1.276 -1.585
H -3.669 -1.117 1.528
H -3.024 -1.904 2.996
H -3.919 -2.863 1.782
H -0.332 -2.979 3.048
H 0.031 -4.075 1.682
H -1.483 -4.268 2.600
H -2.610 -3.113 -1.117
H -2.960 -4.260 0.193
H -1.352 -4.249 -0.572
H 2.669 1.019 2.937
H 1.432 1.880 1.978
H 2.722 0.987 1.150
H 1.266 -0.726 4.459
H -0.351 -1.297 3.966
H -0.010 0.450 4.051
H 2.808 -1.772 3.110
H 3.027 -1.781 1.344
H 1.815 -2.859 2.109
H 1.293 -1.808 -3.464
H 0.226 -0.389 -3.388
H -0.440 -2.039 -3.127
H 1.954 -3.293 -1.789
H 0.519 -3.681 -0.814
H 2.013 -3.101 -0.021
H 2.876 -0.502 -2.150
H 3.027 -0.540 -0.379
H 2.122 0.788 -1.172
C 1.498 3.768 -2.328
C 0.165 3.432 -2.629
C -0.187 3.096 -3.943
C 0.760 3.157 -4.967
C 2.071 3.568 -4.680
C 2.435 3.881 -3.370
Se 2.022 4.156 -0.521
H 3.133 3.185 -0.570
H -0.585 3.428 -1.830
H -1.212 2.803 -4.170
H 0.462 2.901 -5.986
H 2.812 3.658 -5.476
H 3.454 4.196 -3.123
N -2.003 1.204 2.705
C -2.403 2.419 3.144
C -1.990 3.331 2.192
C -1.309 2.610 1.209
N -1.363 1.294 1.520
H -2.144 0.315 3.173
H -2.950 2.540 4.062
H -2.155 4.393 2.172
H -0.790 2.996 0.335
*
```

Its expectation value of S² is 8.768. The energy relative to the best compared isomer or geometry (same formula, charge and spin) is 2.565 eV. Its HOMO energy (spin up / spin down) is -18.58 / -20.12 eV.

Löwdin atomic charge list, values in e, 2 entries:
1. Ir 0.806
2. P 0.716

***

Computed, not measured: a molecular structure, C20H41N2P3RhSe in a non-equilibrium geometry, with ωB97M-V/def2-TZVPD.

Structure (ORCA input):
```
! RIJCOSX wB97M-V def2-TZVPD def2/J DEFGRID3
* xyz 3 5
Rh 0.706 0.161 0.386
P 2.762 1.347 -0.030
P 0.852 0.325 2.843
P -0.640 1.825 0.249
H -1.066 -2.186 -5.399
C -0.925 -1.081 -5.325
C -0.160 -0.478 -4.378
H 0.337 -1.038 -3.600
C 4.257 0.311 -0.402
C 3.460 2.462 1.290
C 2.691 2.441 -1.525
C -0.531 -0.726 3.458
C 2.232 -0.322 3.906
C 0.537 1.887 3.795
C -1.230 1.913 -1.490
C -0.161 3.535 0.705
C -2.215 1.706 1.192
H -1.390 -0.514 -6.159
H 0.040 0.604 -4.478
H 3.934 -0.552 -1.000
H 4.714 -0.045 0.535
H 5.019 0.868 -0.971
H 3.491 1.914 2.248
H 2.836 3.362 1.413
H 4.488 2.788 1.046
H 2.212 1.877 -2.340
H 3.703 2.738 -1.848
H 2.105 3.350 -1.318
H -0.495 -0.787 4.559
H -0.420 -1.734 3.038
H -1.497 -0.309 3.136
H 1.984 -0.165 4.973
H 3.176 0.202 3.695
H 2.373 -1.401 3.749
H 0.549 1.642 4.872
H -0.438 2.328 3.550
H 1.332 2.621 3.599
H -1.848 2.807 -1.649
H -1.827 1.013 -1.716
H -0.370 1.934 -2.174
H -0.988 4.222 0.472
H 0.730 3.876 0.168
H 0.036 3.605 1.780
H -2.894 2.506 0.865
H -2.047 1.833 2.269
H -2.700 0.733 1.019
C -4.074 -1.963 -0.763
C -2.989 -2.033 -1.658
C -3.204 -1.957 -3.028
C -4.509 -1.835 -3.532
C -5.586 -1.747 -2.642
C -5.372 -1.790 -1.277
Se -3.803 -2.078 1.148
H -2.882 -3.260 1.119
H -1.973 -2.182 -1.248
H -2.339 -2.002 -3.696
H -4.664 -1.847 -4.603
H -6.584 -1.658 -3.056
H -6.199 -1.718 -0.587
N 2.527 -2.196 1.208
C 2.640 -3.540 1.036
C 1.676 -3.919 0.133
C 0.973 -2.755 -0.225
N 1.508 -1.722 0.456
H 3.106 -1.591 1.784
H 3.406 -4.088 1.564
H 1.475 -4.907 -0.229
H 0.151 -2.612 -0.912
*
```

Its expectation value of S² is 6.029. The energy relative to the best compared isomer or geometry (same formula, charge and spin) is 0.249 eV. Its HOMO energy (spin up / spin down) is -15.92 / -17.05 eV.

Löwdin atomic charge list, values in e, 2 entries:
1. Rh 0.525
2. P 0.749

***

Computed, not measured: a molecular structure, C20H41N4Ta in a non-equilibrium geometry, with ωB97M-V/def2-TZVPD.

Structure (ORCA input):
```
! RIJCOSX wB97M-V def2-TZVPD def2/J DEFGRID3
* xyz 0 1
Ta -0.259 -0.004 0.050
N -1.407 -0.818 1.446
N -0.577 2.010 0.289
N 0.053 -1.560 -1.180
N -0.983 0.375 -1.802
H -3.038 0.502 1.838
C -2.213 -0.008 2.352
H -1.596 0.749 2.863
H -2.651 -0.677 3.107
H -1.862 -2.495 2.606
C -0.993 -2.070 2.078
H -0.192 -1.896 2.815
H -0.641 -2.813 1.352
C -1.928 2.558 0.279
H -2.004 3.397 -0.433
H -2.667 1.796 -0.019
H -2.205 2.919 1.284
H 0.533 3.696 -0.316
C 0.451 2.998 0.532
H 0.216 3.588 1.432
H 1.431 2.524 0.678
C 0.380 -2.955 -1.216
H -0.474 -3.504 -0.779
C 1.584 -3.297 -0.333
H 1.696 -2.656 0.551
H 1.493 -4.336 0.014
H 2.516 -3.225 -0.906
C 0.584 -3.471 -2.639
H 1.148 -4.412 -2.614
H -0.370 -3.681 -3.134
H 1.141 -2.741 -3.236
H -2.186 1.689 -4.717
C -1.969 0.847 -4.046
H -1.185 0.242 -4.512
H -2.885 0.263 -3.940
C -1.497 1.389 -2.712
H -2.364 1.857 -2.219
C -0.454 2.492 -2.922
H 0.447 2.333 -2.319
H -0.141 2.505 -3.974
H -0.867 3.478 -2.682
H -0.193 -0.991 -3.201
C -0.763 -0.980 -2.252
C -3.403 -1.409 -0.509
H -2.761 -2.083 0.066
H -4.263 -0.965 0.000
C -3.239 -1.237 -1.826
H -4.011 -0.760 -2.440
C -2.058 -1.766 -2.574
H -1.892 -2.832 -2.368
H -2.206 -1.647 -3.653
C 4.062 2.215 2.313
C 3.269 1.053 2.905
C 4.194 -0.065 3.373
C 2.461 1.579 4.089
C 2.332 0.533 1.900
C 1.548 0.082 1.069
H 4.783 2.591 3.052
H 3.387 3.042 2.059
H 4.613 1.916 1.413
H 4.891 0.340 4.118
H 3.620 -0.868 3.846
H 4.777 -0.485 2.545
H 1.813 2.405 3.769
H 1.842 0.784 4.521
H 3.134 1.958 4.871
*
```

Its HOMO energy is -7.66 eV.

Löwdin atomic charge list, values in e, 2 entries:
1. Ta 1.743
2. N -0.418

***

Computed, not measured: a molecular structure, C20H42ClN2O4OsSi3 in a non-equilibrium geometry, with ωB97M-V/def2-TZVPD.

Structure (ORCA input):
```
! RIJCOSX wB97M-V def2-TZVPD def2/J DEFGRID3
* xyz 3 1
Os 0.084 -0.579 -0.924
C 0.597 1.074 1.901
O 0.248 -0.134 1.203
Si -0.264 -1.627 1.877
C 0.967 -2.323 3.069
C -1.886 -1.286 2.717
C -0.338 -2.200 0.054
Si -2.090 -2.794 -0.560
C -2.105 -3.661 -2.209
C -2.880 -3.932 0.693
C -2.949 -1.098 -0.710
Si 1.180 -3.482 -0.447
C 1.172 -4.041 -2.226
C 2.826 -2.708 0.009
C 0.645 -4.879 0.669
H 1.640 1.030 2.211
H -0.048 1.187 2.772
H 0.444 1.920 1.239
H 1.152 -1.572 3.843
H 1.927 -2.622 2.654
H 0.534 -3.179 3.592
H -1.661 -0.996 3.748
H -2.563 -2.138 2.783
H -2.421 -0.459 2.250
H -1.707 -4.673 -2.119
H -1.590 -3.166 -3.029
H -3.155 -3.770 -2.499
H -2.969 -4.923 0.244
H -3.889 -3.601 0.945
H -2.328 -4.052 1.625
H -2.336 -0.182 -0.755
H -3.571 -0.930 0.172
H -3.601 -1.069 -1.586
H 0.715 -3.354 -2.931
H 0.650 -4.993 -2.325
H 2.203 -4.211 -2.547
H 2.767 -1.780 0.576
H 3.442 -2.550 -0.880
H 3.390 -3.412 0.628
H -0.260 -5.372 0.313
H 0.527 -4.622 1.718
H 1.461 -5.609 0.600
Cl -2.793 -0.413 -5.724
C -1.269 -0.677 -5.000
C -0.148 -1.005 -5.756
C 1.055 -1.201 -5.095
C 1.103 -1.084 -3.723
N 0.016 -0.780 -2.987
C -1.147 -0.558 -3.628
H -0.223 -1.098 -6.831
H 1.954 -1.451 -5.641
H 2.025 -1.274 -3.193
H -2.001 -0.274 -3.027
O -0.638 1.376 -1.092
C 0.085 2.403 -1.313
O 1.320 2.436 -1.400
C -0.694 3.711 -1.495
N 0.296 4.827 -1.731
C 0.135 5.858 -0.615
C -0.510 5.057 0.500
C -1.481 4.144 -0.247
H -1.324 3.611 -2.378
H 0.169 5.257 -2.647
H 1.238 4.415 -1.718
H -0.526 6.635 -0.995
H 1.109 6.284 -0.395
H -1.013 5.710 1.211
H 0.243 4.487 1.049
H -2.371 4.694 -0.551
H -1.808 3.280 0.328
O 1.978 0.198 -0.889
H 2.708 -0.284 -1.295
H 1.887 1.172 -1.162
*
```

The energy relative to the best compared isomer or geometry (same formula, charge and spin) is 0.151 eV. Its HOMO energy is -17.62 eV.

Löwdin atomic charge list, values in e, 2 entries:
1. Os 1.477
2. C -0.033